[1]
C2HF2O4S as an isolated structure, computed with ωB97M-V/def2-TZVPD.

Output
**Relative energy (zero: lowest compared OMol25 entry of this formula, charge and spin)**: 233.4 kJ/mol
**Net charge**: -1
**HOMO**: -5.0249 eV
**E_tot**: -975.68161 Eh

Cartesian coordinates (Å):
1 C 1.638 -0.103 -0.145
2 C 0.278 -0.628 0.112
3 O -2.673 -0.329 -0.665
4 O -1.840 0.876 1.330
5 O -1.283 1.635 -0.976
6 O 1.222 -0.338 1.144
7 F 2.729 -0.844 -0.437
8 F -0.031 -1.916 -0.093
9 S -1.716 0.592 -0.064
10 H 1.676 1.056 -0.207

Now the Löwdin charges, all in e: -0.351, -0.329, -0.369, -0.354, -0.381, 0.031, 0.046, 0.038, 0.495, 0.173

[2]
C11H13ClOTi as an isolated structure, computed with ωB97M-V/def2-TZVPD.

Output
**Relative energy (zero: lowest compared OMol25 entry of this formula, charge and spin)**: 0.0 kJ/mol
**Net charge**: 0
**HOMO**: -8.3674 eV
**E_tot**: -1811.87539 Eh

Cartesian coordinates (Å):
1 C -2.067 0.189 0.791
2 C -1.455 1.142 -0.109
3 C -0.398 1.808 0.646
4 H -1.723 1.308 -1.160
5 C -0.299 1.205 1.906
6 C -1.434 0.325 2.051
7 H -1.861 -0.034 2.984
8 H -2.925 -0.394 0.531
9 H 0.063 2.746 0.325
10 H 0.422 1.389 2.704
11 Ti 0.118 -0.273 -0.354
12 Cl -1.419 -1.594 -1.642
13 C 1.711 -0.776 -1.723
14 C 2.381 0.089 -0.781
15 C 1.869 1.419 -0.973
16 H 3.176 -0.199 -0.094
17 C 0.826 1.364 -1.951
18 C 0.737 0.022 -2.441
19 H 0.052 -0.306 -3.221
20 H 1.967 -1.819 -1.915
21 H 2.307 2.335 -0.549
22 H 0.227 2.200 -2.318
23 C -0.484 -2.456 1.477
24 O 0.473 -1.690 0.750
25 H -0.495 -2.133 2.532
26 H -0.253 -3.536 1.422
27 H -1.517 -2.331 1.111

Now the Löwdin charges, all in e: -0.183, -0.276, -0.200, 0.110, -0.077, -0.103, 0.113, 0.094, 0.116, 0.116, 0.741, 0.177, -0.202, -0.125, -0.113, 0.122, -0.152, -0.256, 0.080, 0.129, 0.127, 0.128, -0.198, -0.382, 0.079, 0.088, 0.047

[3]
A 16-piece molecular cluster, C4H30BO23 overall, computed with ωB97M-V/def2-TZVPD.

Output
**Relative energy (zero: lowest compared OMol25 entry of this formula, charge and spin)**: 156.6 kJ/mol
**Net charge**: -1
**HOMO**: -8.2707 eV
**E_tot**: -1926.14233 Eh

Cartesian coordinates (Å):
1 O 2.636 -1.168 -2.434
2 C 1.997 -0.771 -1.496
3 O 0.750 -0.356 -1.406
4 B 0.344 -0.110 -0.067
5 O 1.457 -0.605 0.773
6 C 2.488 -0.972 -0.014
7 O 3.635 -1.236 0.253
8 O -0.926 -0.782 0.327
9 C -1.751 0.094 0.837
10 O -2.845 -0.121 1.286
11 C -1.039 1.455 0.900
12 O 0.180 1.332 0.301
13 O -1.386 2.424 1.522
14 O 2.039 -4.806 -2.493
15 H 1.393 -4.878 -3.201
16 H 1.968 -3.895 -2.194
17 O -1.083 3.113 4.404
18 H -0.423 2.916 3.731
19 H -1.594 2.303 4.483
20 O 1.389 4.834 0.789
21 H 1.243 4.974 -0.149
22 H 1.314 3.881 0.907
23 O 2.152 2.013 2.635
24 H 3.084 2.021 2.865
25 H 1.986 1.114 2.334
26 O -2.452 5.063 2.877
27 H -2.755 5.068 3.787
28 H -1.700 4.467 2.880
29 O 4.878 -4.161 2.168
30 H 4.821 -3.208 2.051
31 H 5.740 -4.306 2.564
32 O 0.408 1.641 -3.819
33 H 0.848 1.326 -4.612
34 H -0.212 0.945 -3.592
35 O -5.536 -1.373 2.588
36 H -5.351 -0.499 2.942
37 H -4.902 -1.481 1.873
38 O -0.049 -1.180 -4.508
39 H 0.534 -0.694 -3.918
40 H 0.544 -1.587 -5.144
41 O -4.067 -2.777 -0.097
42 H -4.282 -3.646 0.249
43 H -3.281 -2.508 0.387
44 O -4.048 1.910 2.669
45 H -3.464 1.357 2.126
46 H -3.521 2.688 2.879
47 O -1.341 -3.780 -1.723
48 H -1.421 -3.227 -0.941
49 H -0.942 -4.594 -1.405
50 O -5.730 1.176 0.578
51 H -5.152 1.659 1.187
52 H -5.193 1.027 -0.203
53 O 4.552 0.707 -4.774
54 H 3.951 0.133 -4.290
55 H 4.280 1.596 -4.535
56 O 5.622 -1.328 -1.783
57 H 5.325 -2.180 -2.108
58 H 4.887 -1.009 -1.244

Now the Löwdin charges, all in e: 0.149, -0.344, 0.256, -0.887, 0.210, -0.314, 0.139, 0.250, -0.355, 0.145, -0.310, 0.210, 0.156, -0.052, 0.032, 0.013, -0.046, 0.026, 0.045, -0.058, 0.030, 0.000, -0.032, 0.044, 0.018, -0.062, 0.028, -0.015, -0.059, 0.021, 0.026, -0.046, 0.030, 0.014, -0.066, 0.015, -0.015, -0.041, -0.018, 0.045, -0.040, 0.046, 0.008, -0.061, -0.012, 0.020, -0.048, 0.007, 0.031, -0.065, -0.014, 0.026, -0.056, 0.005, 0.029, -0.069, 0.029, -0.016

[4]
A 2-piece molecular cluster, C5H13NO overall, computed with ωB97M-V/def2-TZVPD.

Output
**Relative energy (zero: lowest compared OMol25 entry of this formula, charge and spin)**: 156.0 kJ/mol
**Net charge**: 0
**HOMO**: -8.8059 eV
**SMILES**: C/C=C/CNC.O
**E_tot**: -328.25942 Eh

Cartesian coordinates (Å):
1 C -1.486 1.983 -3.283
2 C -1.412 1.160 -2.031
3 C -0.394 1.037 -1.193
4 C -0.392 0.091 -0.013
5 N 0.421 0.551 1.089
6 C 1.018 -0.521 1.871
7 H -0.735 2.776 -3.311
8 H -2.466 2.452 -3.345
9 H -1.351 1.350 -4.164
10 H -2.298 0.559 -1.823
11 H 0.505 1.624 -1.307
12 H -0.027 -0.881 -0.363
13 H -1.444 -0.138 0.228
14 H -0.117 1.145 1.705
15 H 1.589 -0.080 2.686
16 H 1.712 -1.062 1.238
17 H 0.272 -1.208 2.280
18 O 2.528 -3.511 3.062
19 H 2.447 -4.055 3.851
20 H 1.628 -3.274 2.823

Now the Löwdin charges, all in e: -0.110, -0.188, -0.114, -0.267, -0.134, -0.150, 0.072, 0.065, 0.072, 0.100, 0.103, 0.116, 0.115, 0.104, 0.080, 0.076, 0.070, -0.059, 0.034, 0.016

[5]
A 7-piece molecular cluster, C42H100N17O9P5 overall, computed with ωB97M-V/def2-TZVPD.

Output
**Relative energy (zero: lowest compared OMol25 entry of this formula, charge and spin)**: 0.0 kJ/mol
**Net charge**: 0
**HOMO**: -8.4981 eV
**SMILES**: CN(C)P(=O)(N(C)C)N(C)C.CN(C)P(=O)(N(C)C)N(C)C.CN(C)P(=O)(N(C)C)N(C)C.CN(C)P(=O)(N(C)C)N(C)C.CN(C)P(=O)(N(C)C)N(C)C.O=[N+]([O-])c1ccccc1.O=[N+]([O-])c1ccccc1
**E_tot**: -4975.19875 Eh

Cartesian coordinates (Å):
1 C -0.713 0.061 -1.753
2 N -1.285 -0.309 -0.473
3 C -2.703 -0.595 -0.453
4 P -0.342 -0.406 0.882
5 O 0.985 0.188 0.655
6 N -1.216 0.274 2.108
7 C -1.242 -0.243 3.481
8 C -1.529 1.656 1.958
9 N -0.282 -2.031 1.251
10 C -1.294 -2.817 1.939
11 C 0.702 -2.783 0.492
12 H 0.195 0.653 -1.695
13 H -1.453 0.668 -2.290
14 H -0.510 -0.837 -2.349
15 H -3.121 -0.520 0.550
16 H -2.862 -1.637 -0.749
17 H -3.161 0.094 -1.165
18 H -2.136 -0.837 3.665
19 H -0.387 -0.902 3.657
20 H -1.125 0.587 4.175
21 H -1.637 1.913 0.904
22 H -2.472 1.958 2.434
23 H -0.808 2.355 2.398
24 H -2.252 -2.297 1.919
25 H -1.480 -3.741 1.377
26 H -0.994 -3.097 2.950
27 H 1.576 -2.154 0.320
28 H 0.306 -3.081 -0.492
29 H 1.051 -3.696 0.978
30 C -0.597 -11.114 0.971
31 N -0.380 -10.184 2.074
32 C -1.119 -10.456 3.301
33 P 0.368 -8.750 1.764
34 O 1.511 -8.881 0.854
35 N -0.781 -7.726 1.167
36 C -0.416 -6.697 0.207
37 C -2.103 -7.649 1.753
38 N 0.746 -8.194 3.275
39 C 0.565 -6.796 3.626
40 C 1.709 -8.901 4.080
41 H -1.342 -10.723 0.265
42 H -0.905 -12.078 1.364
43 H 0.320 -11.224 0.391
44 H -2.015 -11.042 3.090
45 H -1.457 -9.552 3.806
46 H -0.502 -11.014 4.014
47 H 0.491 -7.013 -0.305
48 H -1.193 -6.583 -0.553
49 H -0.239 -5.750 0.731
50 H -2.702 -6.894 1.243
51 H -2.653 -8.591 1.649
52 H -2.115 -7.407 2.822
53 H 0.817 -6.660 4.680
54 H 1.245 -6.124 3.083
55 H -0.462 -6.465 3.500
56 H 1.753 -9.959 3.814
57 H 1.420 -8.899 5.137
58 H 2.720 -8.492 3.986
59 C -0.071 4.768 3.041
60 N -0.077 6.210 3.186
61 C 1.130 6.852 2.713
62 P -1.558 6.975 3.168
63 O -2.544 6.203 3.942
64 N -1.239 8.497 3.717
65 C -0.731 8.585 5.083
66 C -2.117 9.589 3.270
67 N -2.043 7.161 1.584
68 C -2.986 6.221 1.019
69 C -1.287 7.943 0.624
70 H -0.436 4.481 2.040
71 H -0.715 4.236 3.740
72 H 0.947 4.389 3.136
73 H 1.360 6.644 1.659
74 H 1.976 6.525 3.325
75 H 1.079 7.935 2.824
76 H -0.441 9.613 5.295
77 H -1.480 8.255 5.812
78 H 0.143 7.943 5.190
79 H -1.953 10.461 3.896
80 H -1.913 9.830 2.229
81 H -3.166 9.283 3.315
82 H -3.835 6.740 0.567
83 H -2.502 5.577 0.270
84 H -3.361 5.563 1.801
85 H -1.925 8.655 0.092
86 H -0.870 7.267 -0.137
87 H -0.461 8.458 1.110
88 C 5.613 0.091 -6.112
89 N 4.765 -0.455 -5.046
90 C 5.336 -1.563 -4.298
91 P 3.631 0.545 -4.410
92 O 3.351 1.726 -5.247
93 N 2.251 -0.383 -4.227
94 C 2.169 -1.429 -3.210
95 C 1.522 -0.654 -5.452
96 N 4.092 0.858 -2.856
97 C 5.484 1.176 -2.614
98 C 3.161 1.599 -2.010
99 H 6.068 -0.736 -6.651
100 H 6.360 0.781 -5.698
101 H 4.992 0.699 -6.765
102 H 5.208 -2.511 -4.827
103 H 4.874 -1.627 -3.315
104 H 6.411 -1.402 -4.148
105 H 2.673 -2.348 -3.533
106 H 2.524 -1.060 -2.254
107 H 1.110 -1.687 -3.105
108 H 2.090 -1.300 -6.136
109 H 0.568 -1.128 -5.214
110 H 1.305 0.277 -5.974
111 H 6.132 0.636 -3.299
112 H 5.673 2.252 -2.753
113 H 5.797 0.946 -1.592
114 H 3.384 1.420 -0.960
115 H 2.141 1.299 -2.243
116 H 3.222 2.673 -2.238
117 C -2.564 2.206 -4.740
118 N -1.537 2.749 -3.864
119 C -0.188 2.385 -4.270
120 P -1.729 4.304 -3.324
121 O -1.685 5.392 -4.316
122 N -3.232 4.239 -2.627
123 C -3.637 3.201 -1.680
124 C -3.937 5.509 -2.521
125 N -0.574 4.532 -2.157
126 C 0.494 5.493 -2.364
127 C -0.306 3.578 -1.093
128 H -2.721 2.817 -5.633
129 H -3.513 2.061 -4.219
130 H -2.297 1.197 -5.062
131 H -0.083 1.312 -4.441
132 H 0.570 2.670 -3.542
133 H 0.087 2.857 -5.224
134 H -3.231 3.362 -0.677
135 H -4.725 3.128 -1.676
136 H -3.293 2.237 -2.061
137 H -3.313 6.284 -2.064
138 H -4.135 5.902 -3.525
139 H -4.913 5.389 -2.060
140 H 0.747 5.970 -1.409
141 H 1.398 5.014 -2.758
142 H 0.152 6.290 -3.018
143 H -1.124 2.877 -0.976
144 H -0.156 4.123 -0.155
145 H 0.618 3.014 -1.281
146 O 3.936 0.006 8.306
147 N 4.493 -0.606 7.412
148 O 5.497 -1.276 7.549
149 C 3.902 -0.548 6.071
150 C 4.248 -1.509 5.150
151 C 3.657 -1.448 3.898
152 C 2.776 -0.422 3.573
153 C 2.464 0.551 4.503
154 C 3.015 0.462 5.779
155 H 4.913 -2.323 5.395
156 H 3.823 -2.257 3.199
157 H 2.340 -0.474 2.580
158 H 1.897 1.432 4.234
159 H 2.682 1.132 6.559
160 O -2.300 -1.143 -5.581
161 N -3.342 -1.556 -5.101
162 O -4.450 -1.382 -5.574
163 C -3.245 -2.467 -3.958
164 C -4.346 -2.685 -3.155
165 C -4.226 -3.533 -2.062
166 C -2.982 -4.038 -1.687
167 C -1.893 -3.792 -2.510
168 C -2.020 -3.028 -3.654
169 H -5.276 -2.147 -3.278
170 H -5.062 -3.542 -1.374
171 H -2.921 -4.598 -0.763
172 H -0.907 -4.156 -2.247
173 H -1.171 -2.901 -4.309

Atomic partial charges in e from the Löwdin method, atoms 1 to 99: -0.091, -0.278, -0.078, 0.496, -0.279, -0.290, -0.088, -0.120, -0.282, -0.111, -0.106, 0.052, 0.066, 0.060, 0.079, 0.059, 0.076, 0.075, 0.070, 0.087, 0.057, 0.101, 0.061, 0.070, 0.063, 0.082, 0.069, 0.068, 0.074, -0.097, -0.303, -0.119, 0.453, -0.274, -0.295, -0.098, -0.108, -0.306, -0.102, -0.120, 0.081, 0.080, 0.077, 0.082, 0.067, 0.078, 0.077, 0.075, 0.056, 0.077, 0.080, 0.066, 0.085, 0.084, 0.056, 0.079, 0.086, 0.089, -0.120, -0.299, -0.132, 0.482, -0.281, -0.310, -0.104, -0.087, -0.291, -0.110, -0.109, 0.056, 0.076, 0.085, 0.080, 0.085, 0.071, 0.080, 0.086, 0.073, 0.081, 0.058, 0.087, 0.085, 0.063, 0.072, 0.088, 0.072, 0.068, -0.096, -0.309, -0.119, 0.471, -0.272, -0.290, -0.113, -0.114, -0.305, -0.105, -0.103, 0.083

[6]
A 2-piece molecular cluster, C30H24ClF6N2 overall, computed with ωB97M-V/def2-TZVPD.

Output
**Relative energy (zero: lowest compared OMol25 entry of this formula, charge and spin)**: 20.6 kJ/mol
**Net charge**: +1
**HOMO**: -12.1509 eV
**E_tot**: -2326.29641 Eh

Cartesian coordinates (Å):
1 F -5.785 1.979 2.295
2 C -4.895 1.802 3.312
3 F -4.522 3.055 3.730
4 F -5.601 1.242 4.347
5 C -3.705 0.972 2.901
6 C -2.572 0.973 3.712
7 C -1.437 0.289 3.285
8 C -1.384 -0.288 1.997
9 C -0.058 -0.787 1.432
10 C -0.018 -2.245 1.017
11 C -1.131 -3.069 0.806
12 C -0.984 -4.296 0.150
13 C 0.295 -4.776 -0.102
14 C 0.472 -6.031 -0.919
15 F 1.760 -6.222 -1.330
16 F 0.108 -7.169 -0.244
17 F -0.299 -5.994 -2.051
18 C 1.415 -4.110 0.399
19 C 1.238 -2.861 0.984
20 C -2.577 -0.418 1.298
21 C -3.741 0.219 1.731
22 H -2.586 1.505 4.674
23 H -0.559 0.274 3.938
24 H 0.723 -0.608 2.163
25 H -2.136 -2.811 1.116
26 H -1.848 -4.882 -0.171
27 H 2.409 -4.538 0.305
28 H 2.098 -2.351 1.411
29 H -2.635 -1.004 0.391
30 H -4.666 0.151 1.166
31 C 3.216 1.524 0.419
32 N 2.362 0.819 -0.525
33 C 0.994 1.008 -0.607
34 H 0.234 -0.203 0.646
35 C 0.383 2.298 -0.238
36 C 0.702 3.343 -1.113
37 C 0.183 4.606 -0.897
38 Cl 0.610 5.864 -1.982
39 C -0.675 4.862 0.182
40 C -0.995 3.820 1.052
41 C -0.442 2.565 0.864
42 N 0.559 0.313 -1.726
43 C -0.811 0.329 -2.211
44 C 1.674 0.005 -2.501
45 C 2.800 0.325 -1.754
46 C 4.053 0.391 -2.326
47 C 4.158 0.061 -3.680
48 C 3.018 -0.269 -4.435
49 C 1.749 -0.273 -3.850
50 H 4.246 1.369 0.104
51 H 2.989 2.599 0.423
52 H 3.072 1.124 1.426
53 H 1.354 3.159 -1.953
54 H -1.063 5.869 0.307
55 H -1.671 4.005 1.877
56 H -0.652 1.779 1.579
57 H -0.821 -0.144 -3.194
58 H -1.450 -0.234 -1.523
59 H -1.192 1.358 -2.290
60 H 4.912 0.682 -1.740
61 H 5.134 0.056 -4.172
62 H 3.138 -0.522 -5.492
63 H 0.854 -0.490 -4.413

Now the Löwdin charges, all in e: 0.121, -0.515, 0.113, 0.126, -0.121, 0.002, -0.024, -0.222, -0.090, -0.174, -0.011, 0.011, -0.124, -0.515, 0.117, 0.123, 0.117, 0.004, -0.025, -0.043, 0.021, 0.139, 0.127, 0.126, 0.105, 0.136, 0.126, 0.116, 0.099, 0.129, 0.040, 0.025, -0.139, 0.032, -0.157, -0.054, -0.655, 0.732, -0.057, -0.027, 0.007, 0.024, 0.049, -0.144, -0.145, 0.011, -0.042, -0.041, 0.015, 0.091, 0.110, 0.107, 0.128, 0.119, 0.119, 0.084, 0.095, 0.094, 0.115, 0.113, 0.121, 0.121, 0.114